DFT (wB97M-V/def2-TZVPD) results for a molecular structure, C26H49ClF6N2O7PS2Sb2Zn in a non-equilibrium geometry.

The charge is -1. The value obtained for the frontier orbital gap is 0.256 Eh.

Each line ends with the Löwdin charge.
CARTESIAN COORDINATES (ANGSTROEM)
1 Zn -0.273 -1.006 -0.672  0.41
2 C -2.138 2.256 0.820  -0.31
3 Sb -0.570 1.241 1.886  1.40
4 C -1.744 0.997 3.674  -0.31
5 C 0.526 3.023 2.599  -0.31
6 C 0.381 4.230 1.710  -0.29
7 C -0.449 5.292 2.077  -0.06
8 C -0.609 6.411 1.273  -0.10
9 C 0.087 6.490 0.070  -0.10
10 C 0.910 5.439 -0.303  -0.08
11 C 1.056 4.295 0.485  -0.29
12 C 1.921 3.174 0.019  -0.30
13 Sb 1.040 1.644 -1.311  1.36
14 C -0.093 2.967 -2.558  -0.28
15 C 2.789 1.698 -2.529  -0.34
16 H -2.539 3.068 1.424  0.00
17 H -2.922 1.520 0.606  -0.01
18 H -1.773 2.660 -0.126  -0.01
19 H -2.530 1.754 3.696  0.01
20 H -1.111 1.100 4.557  -0.01
21 H -2.195 0.003 3.677  -0.01
22 H 1.565 2.692 2.643  0.04
23 H 0.189 3.241 3.614  0.05
24 H -0.977 5.230 3.024  0.11
25 H -1.264 7.216 1.584  0.09
26 H -0.007 7.360 -0.569  0.09
27 H 1.462 5.498 -1.237  0.11
28 H 2.362 2.608 0.843  0.04
29 H 2.737 3.555 -0.597  0.05
30 H 0.463 3.133 -3.480  0.01
31 H -0.248 3.920 -2.044  -0.01
32 H -1.059 2.517 -2.791  -0.01
33 H 2.978 2.748 -2.760  0.00
34 H 2.623 1.136 -3.448  -0.01
35 H 3.623 1.263 -1.980  -0.04
36 C 2.221 -1.324 4.256  -0.04
37 C 0.991 -1.900 3.566  -0.62
38 C -0.249 -1.688 4.434  -0.05
39 C 1.191 -3.399 3.314  -0.04
40 N 0.839 -1.115 2.332  -0.17
41 N -0.028 -1.699 1.369  -0.07
42 H 2.338 -1.755 5.253  0.09
43 H 2.124 -0.239 4.352  0.09
44 H 3.126 -1.537 3.677  0.08
45 H -0.171 -2.257 5.365  0.09
46 H -1.157 -2.013 3.918  0.08
47 H -0.359 -0.628 4.676  0.04
48 H 1.526 -3.891 4.231  0.09
49 H 1.948 -3.570 2.541  0.07
50 H 0.264 -3.889 3.004  0.08
51 H 1.727 -0.980 1.859  0.01
52 H -0.974 -1.687 1.746  0.03
53 H 0.214 -2.671 1.180  0.04
54 O -3.162 -2.020 1.728  -0.34
55 Cl -3.129 -1.675 0.318  0.71
56 O -4.447 -1.511 -0.211  -0.29
57 O -2.363 -2.685 -0.416  -0.37
58 O -2.353 -0.416 0.166  -0.49
59 C 4.856 -3.628 0.993  -0.08
60 C 4.458 -4.270 -0.322  -0.45
61 C 3.386 -5.331 -0.160  -0.07
62 O 4.091 -3.313 -1.332  -0.32
63 P 3.049 -2.090 -1.330  -0.10
64 S 3.437 -0.676 -0.037  0.29
65 S 1.203 -2.882 -1.328  0.41
66 O 3.369 -1.486 -2.765  -0.33
67 C 3.647 -2.114 -4.038  -0.44
68 C 2.734 -3.277 -4.365  -0.06
69 C 5.115 -2.485 -4.120  -0.05
70 H 5.277 -4.399 1.642  0.08
71 H 3.997 -3.177 1.494  0.04
72 H 5.593 -2.840 0.841  0.07
73 H 5.344 -4.735 -0.757  0.14
74 H 2.447 -4.888 0.176  0.03
75 H 3.714 -6.067 0.579  0.08
76 H 3.196 -5.844 -1.105  0.08
77 H 3.451 -1.305 -4.741  0.14
78 H 2.849 -4.086 -3.641  0.07
79 H 3.001 -3.653 -5.356  0.09
80 H 1.692 -2.969 -4.375  0.05
81 H 5.322 -3.390 -3.548  0.07
82 H 5.733 -1.676 -3.727  0.09
83 H 5.384 -2.655 -5.166  0.08
84 C -1.566 -2.373 -3.563  0.00
85 C -1.430 -0.847 -3.539  -0.46
86 O -0.779 -0.362 -2.455  -0.32
87 C -2.857 -0.253 -3.593  -0.56
88 F -3.433 -0.471 -4.799  0.14
89 F -3.634 -0.834 -2.677  0.15
90 F -2.889 1.060 -3.361  0.15
91 C -0.658 -0.397 -4.835  -0.54
92 F -0.798 -1.273 -5.850  0.13
93 F 0.657 -0.309 -4.596  0.14
94 F -1.041 0.800 -5.308  0.15
95 H -2.006 -2.688 -2.618  0.06
96 H -0.578 -2.819 -3.651  0.05
97 H -2.191 -2.716 -4.387  0.09

---

DFT (wB97M-V/def2-TZVPD) results for a molecular structure, C17H44F3N3O7Zr in a non-equilibrium geometry.

The charge is +2. The value obtained for the frontier orbital gap is 0.076 Eh.

Each line ends with the Löwdin charge.
CARTESIAN COORDINATES (ANGSTROEM)
1 Zr -2.054 -2.183 -3.419  2.18
2 C -0.748 -1.254 -0.400  -0.11
3 O -1.209 -1.675 -1.659  -0.42
4 H -1.124 -0.259 -0.152  0.09
5 H -1.120 -1.867 0.436  0.11
6 H 0.329 -1.410 -0.318  0.08
7 C 0.312 -1.009 -5.233  -0.33
8 O 0.676 -0.475 -3.992  -0.13
9 O -0.716 -1.882 -4.910  -0.25
10 C -0.119 0.090 -6.219  -0.58
11 F -1.091 -0.358 -7.025  0.17
12 F -0.630 1.155 -5.591  0.18
13 F 0.926 0.480 -6.929  0.20
14 C 1.852 0.371 -3.922  -0.20
15 C 1.723 1.165 -2.647  -0.04
16 H 1.434 0.496 -1.826  0.06
17 H 2.651 1.659 -2.378  0.10
18 H 0.848 1.818 -2.666  0.07
19 H 1.889 1.054 -4.772  0.12
20 H 2.732 -0.274 -3.954  0.13
21 H 1.207 -1.536 -5.583  0.19
22 C 0.197 -5.444 1.076  -0.07
23 C 1.324 -5.545 0.062  -0.44
24 C 1.606 -4.153 -0.437  -0.21
25 O 2.725 -4.119 -1.321  -0.17
26 C 2.933 -2.840 -1.849  -0.11
27 N 2.524 -6.217 0.612  0.05
28 H -0.797 -5.339 0.633  0.07
29 H 0.349 -4.646 1.809  0.07
30 H 0.137 -6.342 1.697  0.09
31 H 1.013 -6.231 -0.740  0.14
32 H 1.769 -3.423 0.359  0.12
33 H 0.775 -3.917 -1.125  0.11
34 H 2.533 -2.689 -2.860  0.08
35 H 3.998 -2.597 -1.865  0.10
36 H 2.525 -2.072 -1.176  0.07
37 H 3.186 -6.237 -0.165  0.07
38 H 2.300 -7.205 0.704  0.08
39 C -2.778 2.386 0.521  -0.04
40 C -2.317 3.557 -0.349  -0.40
41 C -2.156 4.919 0.325  -0.18
42 O -3.381 5.453 0.774  -0.17
43 C -4.160 6.122 -0.196  -0.09
44 N -1.077 3.233 -1.032  0.10
45 H -2.263 2.339 1.480  0.07
46 H -2.856 1.446 -0.029  0.06
47 H -3.828 2.587 0.776  0.09
48 H -3.106 3.678 -1.097  0.14
49 H -1.814 5.633 -0.435  0.13
50 H -1.417 4.960 1.128  0.14
51 H -5.193 6.004 0.143  0.10
52 H -3.924 5.861 -1.222  0.09
53 H -4.099 7.206 -0.020  0.10
54 H -0.290 2.875 -0.492  0.04
55 H -1.265 2.523 -1.730  0.06
56 C 1.652 -0.441 5.375  -0.04
57 C 0.709 -0.404 4.153  -0.43
58 C 0.004 0.932 3.988  -0.25
59 O -0.508 1.347 5.221  -0.17
60 C -1.258 2.526 5.104  -0.11
61 N 1.385 -0.905 2.958  0.05
62 H 1.129 -0.168 6.285  0.08
63 H 2.542 0.171 5.234  0.09
64 H 1.885 -1.507 5.445  0.08
65 H -0.123 -1.015 4.539  0.14
66 H -0.835 0.806 3.284  0.11
67 H 0.675 1.693 3.563  0.12
68 H -1.851 2.656 6.016  0.09
69 H -2.104 2.494 4.403  0.08
70 H -0.589 3.381 5.000  0.10
71 H 2.246 -1.339 3.267  0.07
72 H 0.827 -1.609 2.491  0.05
73 O 0.712 1.862 0.843  -0.08
74 H 1.415 2.512 0.708  0.07
75 H 1.147 1.137 1.324  0.03

---

Q: Number 1 is which compound?
A: C26H49ClF6N2O7PS2Sb2Zn

---

Q: Which of these has the lowest charge?
A: C26H49ClF6N2O7PS2Sb2Zn

---

Q: charge of number 1 (C26H49ClF6N2O7PS2Sb2Zn)?
A: -1

---

Q: Which value of frontier orbital gap does entry 2 give?
A: 0.076 Eh